A cluster of 5 separate species, C27H41BN4OP in total in a non-equilibrium geometry. Source: OMol25; level of theory: ωB97M-V with the def2-TZVPD basis set.

Last column: Mulliken charge in e.
Geometry (Å):
C  -1.398  -5.559  2.634  -1.171
C  0.129  -5.773  2.774  0.001
C  0.928  -5.363  1.520  -0.992
C  2.137  -4.389  1.646  0.298
C  1.825  -3.061  0.956  -1.381
P  2.833  -4.007  3.403  -0.190
B  3.441  -3.599  5.239  0.506
O  4.550  -4.271  5.808  -0.612
C  2.643  -2.557  6.140  -0.539
C  2.443  -1.194  5.471  -1.012
H  -1.670  -5.198  1.647  0.300
H  -1.934  -6.480  2.843  0.285
H  -1.753  -4.821  3.348  0.293
H  0.442  -5.274  3.677  0.145
H  0.271  -6.835  2.947  0.308
H  1.273  -6.273  1.036  0.278
H  0.221  -4.933  0.816  0.288
H  2.965  -4.821  1.089  0.390
H  2.755  -2.647  0.574  0.390
H  1.423  -2.352  1.683  0.082
H  1.148  -3.184  0.111  0.537
H  4.204  -4.429  3.007  -0.273
H  3.173  -2.605  2.955  -0.244
H  1.456  -3.510  3.776  -0.218
H  2.531  -5.403  3.870  -0.239
H  4.238  -5.162  6.060  0.292
H  3.067  -2.459  7.140  0.310
H  1.652  -2.997  6.281  0.335
H  2.080  -0.444  6.171  0.351
H  1.706  -1.300  4.680  0.205
H  3.356  -0.840  5.008  0.283
N  -1.525  0.036  -0.896  -0.594
C  -0.547  -0.226  -0.028  -0.391
C  0.632  0.499  0.048  -0.501
C  0.808  1.557  -0.828  -0.484
C  -0.197  1.846  -1.739  -0.861
C  -1.339  1.059  -1.732  -0.335
H  -0.717  -1.064  0.638  0.520
H  1.389  0.234  0.774  0.550
H  1.716  2.148  -0.801  0.610
H  -0.101  2.663  -2.441  0.750
H  -2.146  1.255  -2.429  0.703
N  -0.833  1.643  -5.060  -0.105
C  -1.430  1.814  -6.237  -0.068
C  -0.763  1.782  -7.452  -0.644
C  0.605  1.562  -7.448  -0.171
C  1.243  1.384  -6.233  -0.775
C  0.482  1.432  -5.074  0.015
H  -2.501  1.985  -6.193  0.348
H  -1.304  1.925  -8.378  0.354
H  1.162  1.530  -8.375  0.378
H  2.309  1.209  -6.180  0.353
H  0.944  1.294  -4.103  0.317
N  -4.370  2.466  -3.861  -0.243
C  -5.274  1.501  -3.704  -0.088
C  -6.614  1.737  -3.441  -0.631
C  -7.041  3.050  -3.331  -0.121
C  -6.114  4.067  -3.488  -0.571
C  -4.798  3.722  -3.752  -0.191
H  -4.895  0.488  -3.792  0.375
H  -7.303  0.912  -3.322  0.364
H  -8.079  3.277  -3.123  0.354
H  -6.403  5.106  -3.407  0.366
H  -4.039  4.487  -3.882  0.400
N  0.430  6.321  0.180  -0.556
C  0.475  5.021  0.472  -0.301
C  1.257  4.484  1.483  -0.211
C  2.042  5.343  2.234  -0.438
C  2.009  6.698  1.944  -0.293
C  1.190  7.132  0.914  -0.225
H  -0.152  4.381  -0.139  0.509
H  1.248  3.420  1.675  0.436
H  2.667  4.963  3.032  0.385
H  2.606  7.405  2.505  0.351
H  1.134  8.185  0.657  0.354

As for the charge: -1. The LUMO energy comes out at 2.138 eV.

A structure of composition C15H22MnN5O6S2 in a non-equilibrium geometry. Source: OMol25; level of theory: ωB97M-V with the def2-TZVPD basis set.

Last column: Mulliken spin population.
Geometry (Å):
Mn  0.477  -1.318  0.278  1.399
C  -5.008  3.026  3.647  0.000
C  -3.728  2.301  3.336  -0.005
C  -2.987  2.600  2.198  0.001
C  -1.808  1.931  1.910  -0.003
C  -1.363  0.961  2.798  0.001
C  -2.082  0.641  3.954  -0.002
C  -3.258  1.313  4.206  0.001
S  0.061  0.047  2.477  -0.003
O  0.686  0.549  1.227  -0.004
O  0.865  -0.093  3.639  -0.010
N  -0.406  -1.407  1.854  -0.230
C  -0.537  -2.743  2.443  0.006
C  -0.218  -3.719  1.319  -0.004
O  -0.320  -4.898  1.466  0.014
O  0.180  -3.148  0.162  -0.005
H  -5.294  3.702  2.844  0.000
H  -4.902  3.612  4.562  0.000
H  -5.823  2.319  3.808  0.000
H  -3.339  3.372  1.525  0.000
H  -1.237  2.166  1.024  0.001
H  -1.712  -0.100  4.653  -0.001
H  -3.821  1.082  5.102  0.000
H  -1.557  -2.915  2.789  -0.012
H  0.141  -2.865  3.287  -0.010
C  3.385  -1.048  -4.187  0.000
C  2.402  -1.475  -3.135  0.007
N  1.208  -1.874  -3.344  0.001
O  0.867  -1.838  -4.696  0.000
C  2.871  -1.550  -1.724  -0.006
C  4.324  -1.771  -1.428  -0.001
N  2.048  -1.434  -0.773  -0.046
O  2.316  -1.543  0.530  -0.044
H  2.875  -0.638  -5.051  0.000
H  3.968  -1.906  -4.530  0.000
H  4.086  -0.311  -3.796  0.000
H  0.056  -2.361  -4.725  0.000
H  4.756  -2.487  -2.126  0.000
H  4.453  -2.137  -0.413  -0.001
H  4.878  -0.834  -1.530  0.000
C  1.290  2.464  -2.300  0.000
N  0.578  1.456  -1.526  0.003
C  -0.425  0.736  -2.000  0.016
N  -0.876  0.989  -3.228  -0.001
S  -1.234  -0.485  -1.086  -0.058
H  2.132  2.818  -1.714  0.000
H  0.648  3.316  -2.534  0.000
H  1.677  2.030  -3.224  0.000
H  0.787  1.345  -0.542  -0.002
H  -0.507  1.732  -3.795  0.000
H  -1.577  0.390  -3.628  0.000

As for the charge: +1. The multiplicity is 2. The LUMO energy (alpha / beta) comes out at -5.657 / -4.074 eV.

A cluster of 13 separate species, C48H85N13O16 in total in a non-equilibrium geometry. Source: OMol25; level of theory: ωB97M-V with the def2-TZVPD basis set.

Last column: Mulliken charge in e.
Geometry (Å):
C  0.553  -5.613  -1.055  0.260
O  -0.608  -5.972  -1.175  -0.770
N  1.562  -6.068  -1.825  0.359
C  2.881  -5.460  -1.728  -1.202
C  1.369  -7.153  -2.775  -1.086
H  0.839  -4.767  -0.413  0.242
H  3.100  -5.108  -0.720  0.242
H  2.970  -4.623  -2.422  0.528
H  3.701  -6.138  -1.965  0.411
H  0.295  -7.276  -2.883  0.336
H  1.807  -6.939  -3.750  0.356
H  1.844  -8.056  -2.391  0.323
C  -3.193  5.674  -1.250  0.083
O  -3.151  5.609  -2.457  -0.592
N  -2.984  4.627  -0.415  0.266
C  -3.170  4.710  1.034  -0.675
C  -2.695  3.268  -0.844  -0.800
H  -3.361  6.586  -0.655  0.348
H  -3.099  5.747  1.369  0.352
H  -2.401  4.143  1.552  -0.281
H  -4.175  4.339  1.247  0.557
H  -3.518  2.627  -0.525  0.437
H  -2.470  3.249  -1.910  0.349
H  -1.774  2.900  -0.377  -0.087
C  1.668  2.988  3.460  0.441
O  1.011  3.826  4.064  -0.670
N  2.755  3.228  2.726  0.176
C  3.438  2.180  1.952  -0.201
C  3.322  4.532  2.499  -1.020
H  1.343  1.942  3.428  0.096
H  3.523  2.591  0.946  0.186
H  2.912  1.236  2.028  -0.542
H  4.467  2.011  2.277  0.602
H  4.412  4.535  2.509  0.340
H  3.026  4.881  1.508  0.295
H  2.977  5.254  3.236  0.329
C  -0.164  -1.890  4.033  0.047
O  -0.721  -0.813  3.932  -0.547
N  1.144  -2.108  4.311  0.156
C  1.673  -3.449  4.330  -0.150
C  2.106  -1.019  4.320  -0.623
H  -0.699  -2.845  3.925  0.395
H  2.086  -3.694  5.308  0.379
H  2.399  -3.586  3.521  -0.061
H  0.952  -4.222  4.055  -0.117
H  1.581  -0.067  4.287  0.121
H  2.643  -1.031  5.269  0.410
H  2.728  -1.067  3.424  0.031
C  5.086  -1.429  1.605  -0.119
O  5.548  -0.305  1.747  -0.534
N  3.980  -1.717  0.899  0.828
C  3.454  -3.086  0.933  -1.289
C  3.197  -0.727  0.185  -0.505
H  5.533  -2.298  2.108  0.331
H  3.871  -3.672  0.116  0.401
H  2.370  -3.115  1.026  0.208
H  3.824  -3.552  1.851  0.471
H  2.911  -1.114  -0.793  -0.128
H  2.291  -0.501  0.753  -0.080
H  3.802  0.170  0.079  0.246
C  4.760  -1.738  -2.649  -0.116
O  3.921  -2.631  -2.599  -0.560
N  4.519  -0.609  -3.341  0.334
C  3.299  -0.412  -4.104  -0.580
C  5.555  0.405  -3.429  -0.851
H  5.724  -1.776  -2.130  0.355
H  2.420  -0.425  -3.467  -0.257
H  3.304  -1.078  -4.969  0.318
H  3.343  0.552  -4.616  0.593
H  6.003  0.539  -4.419  0.347
H  5.145  1.390  -3.188  0.218
H  6.372  0.197  -2.741  0.336
C  -0.340  0.608  0.854  -0.171
O  0.408  1.572  0.870  -0.057
N  -0.379  -0.254  -0.190  1.365
C  0.009  0.245  -1.487  0.058
C  -0.795  -1.642  -0.146  0.861
H  -0.952  0.288  1.708  -0.200
H  -0.614  -0.179  -2.288  -0.332
H  1.019  -0.033  -1.799  -0.169
H  -0.203  1.307  -1.604  -0.348
H  -1.020  -2.031  0.843  -0.319
H  -1.698  -1.760  -0.751  -0.911
H  -0.010  -2.244  -0.607  0.131
C  0.470  1.647  -5.100  0.923
O  0.708  0.832  -5.979  -0.730
N  0.225  2.942  -5.330  0.195
C  -0.067  3.868  -4.260  -0.253
C  0.400  3.575  -6.626  -1.086
H  0.401  1.419  -4.024  -0.152
H  0.748  4.593  -4.228  0.301
H  -0.198  3.346  -3.312  -0.420
H  -0.980  4.451  -4.410  0.385
H  0.449  2.870  -7.450  0.324
H  -0.391  4.298  -6.815  0.325
H  1.359  4.102  -6.606  0.364
C  -1.626  -4.788  1.535  0.019
O  -0.759  -4.014  1.916  -0.190
N  -2.187  -5.738  2.314  0.376
C  -3.443  -6.355  1.942  -1.066
C  -1.707  -6.130  3.622  -0.997
H  -2.073  -4.798  0.532  0.134
H  -3.490  -7.438  2.072  0.355
H  -3.654  -6.130  0.895  0.265
H  -4.252  -5.934  2.548  0.376
H  -2.092  -5.531  4.450  0.268
H  -1.916  -7.171  3.861  0.413
H  -0.615  -6.066  3.609  0.223
C  -4.916  -3.096  1.252  0.054
O  -5.240  -3.831  2.159  -0.597
N  -4.059  -2.039  1.327  0.391
C  -4.135  -0.909  0.420  -0.527
C  -3.249  -1.875  2.530  0.149
H  -5.267  -3.237  0.214  0.258
H  -3.153  -0.835  -0.058  -0.010
H  -4.448  0.026  0.879  0.110
H  -4.808  -1.149  -0.408  0.445
H  -3.801  -1.444  3.366  0.473
H  -2.827  -2.849  2.779  -0.159
H  -2.397  -1.222  2.333  -0.597
C  -3.209  4.874  6.155  -0.474
C  -2.166  4.619  5.263  -0.884
C  -2.272  3.678  4.250  0.268
C  -3.520  3.087  4.063  -0.158
C  -4.574  3.349  4.923  -0.598
C  -4.430  4.243  5.985  -0.588
N  -3.779  2.114  3.009  0.801
O  -2.833  1.541  2.505  0.222
O  -4.920  1.985  2.631  -0.614
H  -3.089  5.543  6.996  0.410
H  -1.275  5.218  5.393  0.447
H  -1.421  3.566  3.593  0.363
H  -5.538  2.878  4.798  0.464
H  -5.197  4.385  6.733  0.397
C  -0.102  6.514  -0.360  -0.568
C  0.334  5.391  0.325  -0.242
C  1.280  4.597  -0.273  0.504
C  1.770  4.850  -1.540  -0.979
C  1.359  6.009  -2.167  0.079
C  0.485  6.890  -1.577  -0.945
N  2.833  4.037  -2.125  1.085
O  3.360  3.153  -1.488  -0.629
O  3.147  4.310  -3.275  -0.638
H  -0.813  7.157  0.147  0.445
H  -0.027  5.164  1.319  0.738
H  1.692  3.762  0.285  0.043
H  1.791  6.334  -3.106  0.503
H  0.169  7.763  -2.129  0.396
C  -0.359  -1.888  -4.650  -0.496
C  -1.588  -1.225  -4.745  -0.822
C  -2.705  -1.656  -4.061  -0.645
C  -2.580  -2.745  -3.216  -0.181
C  -1.380  -3.414  -3.102  -0.089
C  -0.287  -3.035  -3.872  -0.232
N  -3.748  -3.268  -2.497  1.048
O  -3.534  -4.053  -1.601  -0.517
O  -4.845  -2.862  -2.813  -0.643
H  0.467  -1.603  -5.286  0.517
H  -1.720  -0.312  -5.312  0.464
H  -3.659  -1.169  -4.204  0.539
H  -1.348  -4.288  -2.460  0.513
H  0.658  -3.546  -3.734  0.447

The LUMO energy comes out at -0.765 eV.

A structure of composition C18H26BIN2O2Pt in a non-equilibrium geometry. Source: OMol25; level of theory: ωB97M-V with the def2-TZVPD basis set.

Last column: Mulliken spin population.
Geometry (Å):
C  0.843  3.589  -1.224  0.249
C  2.944  0.739  -1.492  0.488
H  0.987  3.788  -2.297  0.010
H  1.631  4.178  -0.718  0.013
H  -0.113  4.037  -0.949  0.028
H  2.933  0.080  -2.363  0.021
H  3.558  1.624  -1.771  0.031
H  3.406  0.268  -0.618  0.007
C  -1.825  2.280  -1.687  -0.017
C  -3.125  2.128  -2.154  0.012
C  -3.495  0.945  -2.791  -0.008
C  -2.550  -0.071  -2.858  0.015
H  -1.568  3.216  -1.204  -0.003
H  -3.801  2.961  -2.018  0.003
H  -4.488  0.824  -3.222  0.001
H  -2.768  -1.044  -3.289  0.002
N  -0.905  1.316  -1.811  0.200
C  -1.254  0.119  -2.364  -0.020
C  -0.245  -0.930  -2.292  0.060
N  0.788  -0.651  -1.456  0.053
C  1.634  -1.642  -1.133  0.005
C  0.711  -3.077  -2.819  0.014
C  1.730  -2.797  -1.902  -0.010
H  2.343  -1.448  -0.332  0.012
H  2.594  -3.447  -1.771  0.001
C  -0.340  -2.181  -2.934  -0.006
H  -1.251  -2.394  -3.504  0.000
H  0.748  -3.994  -3.408  0.000
Pt  1.197  1.610  -1.126  1.302
I  0.186  3.174  1.578  1.393
C  1.401  -0.393  3.813  -0.001
C  0.825  -0.615  2.435  0.034
C  1.101  -2.052  2.052  0.007
O  1.504  0.247  1.517  0.049
B  0.517  0.821  0.706  -0.143
O  -0.758  0.263  0.944  0.086
C  -0.697  -0.264  2.273  0.035
C  -1.673  -1.420  2.401  0.012
C  -1.181  0.723  3.321  0.040
H  2.450  -0.707  3.805  0.000
H  0.860  -1.007  4.544  -0.001
H  1.355  0.656  4.113  0.003
H  2.186  -2.201  2.003  0.000
H  0.687  -2.729  2.810  0.002
H  0.679  -2.296  1.072  -0.004
H  -1.659  -1.849  3.415  0.001
H  -2.692  -1.054  2.225  -0.001
H  -1.464  -2.230  1.699  -0.001
H  -0.519  1.586  3.459  0.024
H  -2.163  1.118  3.035  -0.010
H  -1.263  0.204  4.289  0.009

As for the charge: +2. The multiplicity is 5. The LUMO energy (alpha / beta) comes out at -7.071 / -10.952 eV.